DFT (ωB97M-V with the def2-TZVPD basis set) results for a 8-piece molecular cluster, C32H77N11O8 overall in a non-equilibrium geometry.

```
128
Properties=species:S:1:pos:R:3:mulliken_charge:R:1
C 6.65027 -6.18771 16.35122 -2.041
C 5.69739 -7.37452 16.18554 1.919
C 5.48456 -7.51626 14.66446 -1.761
C 6.50417 -8.54873 16.78742 -0.808
C 5.74490 -9.81079 17.04071 -0.368
C 4.47797 -9.48546 17.98298 -1.551
C 3.52028 -8.37186 17.41158 1.619
C 2.70334 -8.96588 16.29018 -1.777
C 2.50955 -8.01174 18.53623 -1.792
N 4.42125 -7.25579 16.98176 0.086
O 3.65906 -6.08563 16.72126 -0.441
H 6.14969 -5.23782 16.16346 0.413
H 6.87262 -5.98696 17.39925 0.480
H 7.48822 -6.31696 15.66621 0.394
H 4.64428 -6.91391 14.31918 0.314
H 6.25085 -7.25728 13.93382 0.437
H 5.23664 -8.52161 14.32401 0.328
H 7.20859 -8.97747 16.07462 -0.056
H 7.05944 -8.32169 17.69748 0.383
H 5.32066 -10.27760 16.15178 0.364
H 6.41086 -10.57497 17.44150 0.165
H 4.78101 -9.33686 19.01941 0.433
H 3.95946 -10.44422 17.97911 0.456
H 1.98478 -8.24102 15.90762 0.450
H 2.08416 -9.79782 16.62576 0.423
H 3.30058 -9.22638 15.41638 0.363
H 3.03583 -7.72967 19.44813 0.416
H 1.91564 -8.88066 18.81973 0.373
H 1.80810 -7.26928 18.15569 0.381
H 3.22768 -6.36495 15.91039 0.366
C 11.36988 -17.11078 24.10756 -1.790
C 10.38189 -16.29315 23.16110 1.465
C 9.00875 -17.17083 22.97167 -1.291
C 10.04630 -14.92772 23.84055 -1.500
C 9.26026 -13.92042 23.04531 -0.281
C 10.21854 -13.58038 21.92739 -1.509
C 10.51613 -14.85659 21.06252 1.702
C 9.30728 -15.22185 20.12140 -1.664
C 11.80334 -14.52374 20.25594 -2.121
N 10.93450 -16.02146 21.83217 0.218
O 11.39671 -17.10815 21.12014 -0.445
H 11.63531 -18.05265 23.62740 0.387
H 12.31906 -16.61446 24.30963 0.404
H 10.81539 -17.30954 25.02469 0.424
H 8.11159 -16.58512 23.17205 0.340
H 9.02296 -17.66992 22.00275 0.159
H 8.89667 -17.92872 23.74700 0.424
H 9.56425 -15.19763 24.78016 0.475
H 10.94981 -14.46443 24.23695 0.428
H 8.34353 -14.34476 22.63588 0.062
H 8.93443 -13.00732 23.54348 0.384
H 11.21977 -13.26885 22.22504 0.549
H 9.88745 -12.71227 21.35743 0.418
H 8.47501 -15.63381 20.69213 0.355
H 9.47914 -15.94732 19.32625 0.474
H 9.04067 -14.33203 19.55111 0.111
H 11.76501 -13.49578 19.89549 0.457
H 11.96801 -15.28203 19.49045 0.327
H 12.67235 -14.55385 20.91323 0.563
H 10.58895 -17.44867 20.72877 0.383
C 11.38121 -9.97029 15.73613 -1.845
C 10.75167 -11.23146 14.99491 0.757
C 9.36520 -10.76707 14.44709 -1.203
C 11.52722 -11.59553 13.69000 -0.953
C 12.80514 -12.41362 13.87233 -0.961
C 12.45535 -13.67024 14.73318 -1.281
C 11.60610 -13.40153 15.99787 2.128
C 11.15472 -14.81541 16.55555 -1.610
C 12.57110 -12.90073 17.10025 -2.007
N 10.49322 -12.48092 15.81567 1.658
O 9.78201 -12.24774 16.97987 -0.649
H 11.40850 -9.13521 15.03614 0.460
H 10.74615 -9.72096 16.58620 0.310
H 12.39818 -10.15153 16.08404 0.337
H 9.26528 -9.80502 13.94453 0.476
H 8.86308 -11.47573 13.78848 0.264
H 8.77872 -10.76167 15.36584 -0.032
H 10.86469 -12.19181 13.06264 0.366
H 11.91619 -10.74438 13.13112 0.424
H 13.29176 -12.66202 12.92914 0.439
H 13.60319 -11.84222 14.34637 0.430
H 13.47216 -13.90769 15.04591 0.350
H 12.14047 -14.54717 14.16753 0.452
H 10.50061 -14.90194 17.42317 -0.486
H 12.02719 -15.44274 16.73821 0.646
H 10.44474 -15.21207 15.82982 0.364
H 12.05164 -12.27928 17.82968 0.125
H 13.29914 -12.21412 16.66824 0.371
H 13.12249 -13.66404 17.64926 0.507
H 9.11199 -12.92887 17.07333 0.121
N 3.51053 -15.36249 15.54132 -0.268
C 2.83424 -14.44148 16.05871 0.742
N 1.76272 -14.15277 15.39419 -0.461
O 3.09390 -13.93677 17.12917 -0.643
H 4.22451 -15.72391 16.15752 0.142
H 3.14977 -15.78451 14.69761 0.131
H 1.25536 -13.34744 15.73203 0.249
H 1.49721 -14.67800 14.57337 0.124
N 8.35615 -16.51905 16.50512 -0.093
C 7.61520 -17.00056 15.53838 0.589
N 7.89243 -18.26379 15.37419 -0.427
O 6.83152 -16.44874 14.89696 -0.615
H 8.19241 -15.57194 16.81544 -0.222
H 9.30383 -16.86735 16.53118 0.450
H 8.56033 -18.56107 16.07106 0.142
H 7.51894 -18.83464 14.62939 0.233
N 6.73261 -15.36646 12.08488 -0.304
C 7.63436 -14.42700 12.17729 0.520
N 8.35796 -14.56420 13.27471 -0.263
O 7.79287 -13.49730 11.38946 -0.718
H 6.06419 -15.48840 11.33759 0.219
H 6.99324 -16.16118 12.65110 0.158
H 9.00857 -13.86299 13.59889 0.010
H 8.10983 -15.28031 13.94234 0.296
N 4.85775 -13.09725 20.91557 -0.397
C 4.83081 -14.27005 20.28944 0.836
N 3.71250 -14.94830 20.55936 -0.453
O 5.79896 -14.70626 19.67670 -0.804
H 5.74537 -12.64034 20.76236 0.207
H 4.08443 -12.58922 21.32047 0.176
H 3.64153 -15.92948 20.33057 0.226
H 2.90228 -14.50557 20.96881 0.134
C 6.75904 -13.39561 16.55580 -0.259
O 7.48873 -13.85768 17.64057 0.118
H 6.44705 -14.28351 16.00588 -0.050
H 5.83104 -12.96253 16.92908 0.349
H 7.24308 -12.76988 15.80595 0.082
H 6.77510 -14.09422 18.23755 0.009
```

Computed properties:
E_HOMO = -7.7 eV
Frontier orbital gap = 8.015 eV
E_LUMO = 0.30 eV
Relative energy (zero: lowest compared OMol25 entry of this formula, charge and spin) = 94.0 kcal/mol
SMILES = CC1(C)CCCC(C)(C)N1O.CC1(C)CCCC(C)(C)N1O.CC1(C)CCCC(C)(C)N1O.NC(N)=O.NC(N)=O.NC(N)=O.NC(N)=O.CO